The following is a DFT calculation (ωB97M-V/def2-TZVPD) of a molecular structure, C10H18AuN4O3S in a non-equilibrium geometry.

Structure (XYZ):
```
37
Properties=species:S:1:pos:R:3:forces:R:3
Au -0.48646 -1.05990 1.74707 0.3 -0.3 -0.7
C 1.96473 -0.24923 -2.87430 0.1 -0.1 0.2
N 1.57080 0.04159 -1.50726 -0.9 0.1 -0.3
C 1.65454 -0.93384 -0.49209 1.3 0.5 0.4
S 1.66911 -0.36986 1.12977 -0.2 -0.2 0.4
N 1.44934 -2.24854 -0.88428 -1.0 -0.1 -0.5
C 1.56931 -3.37621 0.02016 0.0 -0.2 0.0
H 1.87677 0.66309 -3.46100 0.0 0.0 0.0
H 1.28250 -0.98261 -3.30929 0.1 0.0 -0.1
H 2.99154 -0.62925 -2.96302 0.0 0.0 0.0
H 1.91280 0.92145 -1.15712 0.0 0.0 0.0
H 1.70840 -2.45605 -1.83547 0.2 0.0 0.1
H 1.48973 -3.03125 1.04625 0.0 0.0 0.0
H 2.52604 -3.89513 -0.09647 0.0 0.1 0.0
H 0.76022 -4.08247 -0.16998 0.0 0.0 0.1
N -1.55027 -0.76393 -1.34407 0.3 1.6 1.5
C -2.57237 -1.81703 -1.15735 -0.7 -0.6 0.7
C -2.75440 -2.56792 0.22691 0.4 0.0 0.2
O -3.38286 -3.59992 0.06635 -0.1 0.1 -0.1
O -2.33486 -2.08924 1.33082 -0.1 0.2 -0.4
H -1.64130 -0.36945 -2.27621 0.2 0.1 0.0
H -0.61097 -1.15741 -1.24884 0.3 -0.1 0.0
H -1.55311 0.06448 -0.62286 -0.3 -1.4 -0.8
H -2.38367 -2.60993 -1.87860 0.1 0.2 0.0
H -3.55650 -1.39444 -1.35758 0.1 0.1 -0.1
O -1.67817 1.20958 1.07511 -0.2 0.7 -0.7
N -0.94508 2.21298 1.46425 0.0 -0.8 0.1
C -0.28968 3.00728 0.59512 -0.1 0.0 -0.1
C 0.52075 4.02066 1.04510 0.2 0.3 0.3
C 0.69839 4.22820 2.40749 -0.2 -0.3 -0.1
C 0.05669 3.35770 3.28207 0.2 0.4 -0.1
C -0.74955 2.36251 2.79281 -0.1 0.0 0.1
H -0.45644 2.81159 -0.45246 -0.1 -0.2 0.1
H 1.01973 4.65323 0.32529 0.0 0.0 -0.1
H 1.32079 5.02850 2.77647 0.1 0.0 0.0
H 0.18354 3.44903 4.35094 0.0 0.0 0.0
H -1.28006 1.65177 3.40626 0.0 0.0 -0.1
```
Positions in Å, forces in eV/Å.

Calculated values
Orbital gap (spin up / spin down) = 0.1751 / 0.2888 Eh
Energy = -1370.3429 Ha
Net charge = 0
Relative energy (zero: lowest compared OMol25 entry of this formula, charge and spin) = 0.918 eV
<S²> = 0.76
Multiplicity = 2

Atom charges from the natural (NBO) analysis, given in e for atoms 1 to 6: number 1, Au, carries 0.445; number 2, C, carries -0.423; number 3, N, carries -0.678; number 4, C, carries 0.049; number 5, S, carries -0.314; number 6, N, carries -0.673

***

The following is a DFT calculation (ωB97M-V/def2-TZVPD) of a molecular structure, C4H7EuO3 in a non-equilibrium geometry.

Structure (XYZ):
```
15
Properties=species:S:1:pos:R:3:forces:R:3
H -1.64494 -2.32838 0.31178 -0.4 0.1 0.0
Eu 1.72679 0.82798 4.24897 -1.0 -0.4 -0.6
O -0.23504 -0.00449 2.87313 1.4 0.3 0.8
C -0.61970 -0.66530 1.92220 -0.9 0.3 -0.2
O -1.77555 -0.57651 1.40153 0.7 0.3 0.7
C -2.07697 -1.32962 0.20294 1.3 -0.2 -2.1
H -1.51044 -0.83539 -0.67249 -1.3 -0.6 1.3
H -3.16170 -1.32769 0.09170 0.4 0.1 0.0
O 1.74113 -0.86551 -1.78287 -0.8 1.3 1.3
C 1.38340 0.11938 -1.16674 1.0 -1.6 -0.4
C 1.26278 1.47473 -1.76687 -0.5 0.5 0.5
H 1.19327 0.03434 -0.00815 0.1 0.1 -1.1
H 1.02484 1.42554 -2.83421 0.2 0.0 0.3
H 0.48780 2.03006 -1.21668 0.1 0.0 -0.3
H 2.20433 2.02086 -1.60423 -0.1 -0.2 -0.2
```
Positions in Å, forces in eV/Å.

Calculated values
Orbital gap (spin up / spin down) = 0.1959 / 0.2042 Eh
Energy = -1091.9167 Ha
Net charge = +2
<S²> = 20.01
Multiplicity = 9

Atom charges from the natural (NBO) analysis, given in e for atoms 1 to 6: number 1, H, carries 0.221; number 2, Eu, carries 1.961; number 3, O, carries -0.811; number 4, C, carries 0.843; number 5, O, carries -0.428; number 6, C, carries -0.269